79
Properties=species:S:1:pos:R:3 method="wB97M-V/def2-TZVPD" gap_ev=6.5 e_above_lowest_kcal_mol=0.0 total_charge=-1 e_lumo_ha=0.0660 multiplicity=1
O -1.19 5.89 1.77
O -2.47 -2.07 1.99
O -5.99 3.34 2.47
H 6.36 -6.39 -6.12
C -7.19 3.90 3.06
C -3.87 -2.04 2.33
H -4.41 1.12 0.33
O 2.79 1.73 -3.08
O 0.43 -0.14 -2.44
S 6.38 -6.00 -3.83
H -0.25 0.03 -1.77
H -5.80 -1.89 1.41
C -4.54 2.04 0.89
H -4.22 4.82 3.07
C -0.41 7.78 0.39
H -1.40 8.12 0.08
O -7.16 2.10 0.70
O 7.46 -6.60 -2.83
C -4.76 -1.84 1.12
H 6.51 -6.20 0.40
H -4.57 -2.59 0.35
O 0.44 -2.62 -2.42
H -4.07 -2.99 2.81
N 2.59 -1.40 -3.05
C 4.84 -1.93 -1.23
H -4.51 2.90 0.22
H 0.12 -1.44 2.76
H 0.46 -0.24 1.48
H 7.48 -4.95 -1.56
O -6.14 0.89 2.61
H -4.03 -1.25 3.06
H 0.06 -1.90 1.02
S -1.80 -0.64 1.69
H 0.96 -3.41 -2.22
O 3.91 1.11 -1.21
S -2.77 5.85 1.60
C 3.44 0.95 -2.34
H -6.77 3.15 5.03
O -3.08 5.10 0.42
C 7.49 -6.04 -1.49
H -8.43 3.73 4.80
C -0.12 -1.11 1.75
C -0.39 6.28 0.63
H -3.77 2.12 1.65
H 3.93 -0.20 -4.06
C 6.36 -6.55 -0.62
H 5.41 -1.75 -3.25
C -7.60 3.19 4.33
H 2.92 -2.35 -3.12
H 0.30 8.03 -0.40
H -4.57 -0.86 0.68
C 7.05 -6.66 -5.32
C -3.13 4.89 3.02
H -6.94 4.94 3.26
O 5.11 -6.62 -3.58
H -0.73 5.73 -0.25
H 4.29 -2.89 -1.34
H 8.03 -6.21 -5.49
O -3.30 7.17 1.76
H -7.92 2.17 4.13
C 5.01 -1.11 -2.46
H 6.34 -7.64 -0.62
H -2.74 5.39 3.90
H -2.69 3.91 2.90
H 7.12 -7.74 -5.23
H -7.99 3.89 2.31
S -6.11 1.97 1.67
O 5.30 -1.69 -0.16
H -0.14 8.32 1.30
H 5.74 -0.33 -2.26
P 1.35 -1.34 -1.97
O -2.14 0.24 2.77
H 5.39 -6.19 -0.96
O 6.50 -4.58 -3.83
O 1.65 -1.39 -0.54
C 3.73 -0.44 -3.01
H 8.45 -6.34 -1.09
O -2.15 -0.24 0.35
H 0.61 5.94 0.87


72
Properties=species:S:1:pos:R:3 method="wB97M-V/def2-TZVPD" gap_ev=10.3 e_above_lowest_kcal_mol=78.3 e_lumo_ha=0.0077 multiplicity=1 smiles="COC(=O)OC.COC(=O)OC.COC(=O)OC.COC(=O)OC.CO.CO.CO.CO"
H -1.73 -6.76 2.01
C 0.75 -1.34 -2.01
O 2.22 -0.98 8.42
O 3.76 9.85 -3.25
C 2.99 -0.31 9.48
H 3.60 11.74 -5.65
H 0.08 4.24 -6.41
H -1.21 3.64 -7.52
H -5.67 -3.92 1.70
H 3.75 -0.97 9.90
H -0.42 -6.95 1.01
H -0.18 -7.27 2.72
C -4.66 1.43 1.49
H -0.78 0.07 6.17
H -5.42 1.64 2.24
C -1.53 -9.54 2.76
H -1.25 -11.78 4.14
C -0.14 -0.73 5.78
H -2.82 -11.53 3.93
H 1.91 -3.82 -8.35
H -6.76 -2.85 0.74
C -1.95 -11.74 3.30
H -1.41 5.08 -6.31
O -4.54 0.04 1.27
H 2.71 6.15 -3.72
H -3.69 1.83 1.80
H 4.03 2.09 2.72
O 1.36 -2.64 -10.09
H 1.93 12.16 -5.64
O -1.92 -8.98 3.83
H 5.48 1.72 0.77
H 2.78 12.19 -4.14
H 3.26 3.43 1.83
C -0.99 4.10 -6.55
O -1.33 3.33 -5.48
H 2.33 0.13 10.23
C 2.88 9.54 -3.97
H -6.71 -2.78 2.62
O 2.31 8.28 -4.05
O 4.79 2.38 0.70
H 3.59 0.54 9.15
C 2.69 11.62 -5.07
H -0.06 -1.87 -2.50
C -0.87 -7.42 1.88
H 3.81 7.24 -2.88
H 0.64 -2.09 -10.40
C -5.55 -0.73 1.64
C 2.78 7.12 -3.22
O -6.69 -0.41 2.03
H -5.00 2.04 0.65
O 1.27 0.90 7.53
H 0.32 -3.83 -8.98
O -1.53 -10.73 2.42
C 1.41 -0.33 7.63
O -5.22 -1.98 1.54
H 2.24 7.16 -2.28
O 0.68 -1.22 6.84
H -0.87 -1.52 5.63
O -1.03 -8.81 1.70
C 4.19 2.88 1.99
H 2.02 0.02 -2.75
O 2.28 10.26 -4.82
H 1.51 -2.10 -1.79
O 1.20 -0.42 -3.00
C 1.14 -3.15 -8.73
H 0.39 -1.03 -1.03
H 4.84 3.50 2.61
H -0.84 2.51 -5.47
H 1.00 -2.37 -7.98
H -2.17 -12.65 2.75
C -6.21 -2.98 1.67
H 0.23 -0.33 4.83